C50H59F5N5O4Se2V | ωB97M-V/def2-TZVPD

Geometry as XYZ:
```
126
Properties=species:S:1:pos:R:3:forces:R:3:lowdin_charge:R:1
Se 0.972111 -2.525362 -2.808002 -0.685 0.423 0.907 1.238
Se -0.628397 -1.117983 0.924690 0.550 -0.291 1.138 1.236
V -0.630440 0.363759 -0.994017 -0.615 2.289 1.323 0.516
F -0.822651 -7.236768 -4.296555 -0.013 0.501 -0.117 0.103
F -2.101636 -3.516215 -6.963395 0.235 -0.230 0.413 0.103
F 0.717866 -5.594109 -2.771596 -0.451 -0.128 -0.432 0.081
F -0.549794 -1.896642 -5.426553 -0.291 -0.669 -0.132 0.078
F -2.280358 -6.201108 -6.388896 0.562 0.555 0.520 0.109
O -0.526822 -2.189148 -1.733971 1.574 -1.943 -0.663 -0.546
O 1.273318 -0.039128 -1.103220 1.371 0.156 -0.708 -0.255
O -0.383621 1.728206 0.348556 0.027 1.581 0.365 -0.230
O -1.099510 -0.942106 -2.046424 -1.779 -1.580 -3.026 -0.478
N -4.832869 0.257170 -0.886689 -0.788 -0.057 0.031 -0.024
N -0.552607 1.679945 -2.791835 0.025 -0.059 0.045 -0.209
N -10.593555 -2.948013 -2.305821 0.310 0.118 0.027 0.142
N -0.228132 3.215483 -4.796467 0.065 0.300 -0.446 -0.171
N -2.670460 0.711305 -0.738625 0.372 -0.602 -0.705 -0.039
C -3.574336 -0.108584 -1.233997 0.519 -0.527 -0.464 -0.138
C -1.851997 2.026950 -3.368426 -0.235 0.111 -0.091 -0.136
C 5.425253 -3.559969 2.391027 -0.269 0.036 0.033 -0.070
C 0.236027 1.004244 -3.823674 0.296 -0.203 -0.327 -0.151
C 3.661797 -2.950612 4.023336 0.078 -0.115 -0.155 -0.051
C -9.584594 -2.419613 -2.118260 -1.481 -0.803 -0.340 -0.219
C 0.102524 0.894917 5.948428 -0.019 -0.010 0.103 -0.559
C 0.126548 2.907376 -2.388700 0.203 0.409 0.139 -0.143
C 0.478749 1.960329 -5.010918 0.053 -0.055 -0.038 -0.142
C -0.028030 -0.568199 6.377259 0.018 0.247 -0.086 -0.067
C 5.025052 -1.465304 -2.105434 -0.054 0.167 0.088 -0.045
C 3.651435 0.566456 -2.331211 0.040 -0.056 0.059 -0.061
C -3.358191 1.643619 -0.030554 -1.013 0.377 0.349 -0.088
C -0.944022 4.945972 2.892415 0.175 -0.069 -0.100 -0.046
C 3.910386 -3.466519 2.598916 0.064 -0.047 0.072 -0.559
C -0.007281 2.657968 2.552042 -0.021 -0.023 -0.262 -0.082
C 3.234189 -2.532317 1.606972 0.192 0.001 -0.003 -0.184
C -6.012893 -0.396476 -1.237398 -0.243 -0.096 0.021 -0.162
C 0.094860 2.349570 3.899063 -0.008 -0.227 0.001 -0.010
C -0.630886 -3.208872 -5.132892 0.827 0.511 0.931 -0.217
C -7.254108 0.250953 -1.125228 0.503 0.066 0.062 -0.012
C 0.298789 3.849997 -3.599911 0.041 0.063 0.033 -0.148
C -8.415365 -0.410934 -1.426394 -0.188 -0.646 -0.187 -0.029
C -1.419384 -4.022458 -5.915370 -0.486 -0.642 -0.514 -0.134
C -8.386316 -1.749426 -1.865816 1.591 0.880 0.314 -0.248
C -0.305767 0.047369 3.557327 -0.018 0.057 -0.085 -0.062
C 1.484717 1.393685 6.395705 -0.199 -0.084 -0.005 -0.048
C -0.258054 1.601775 1.628626 -0.052 -0.415 1.014 -0.346
C -0.996541 1.695999 6.662410 0.165 -0.117 -0.028 -0.050
C 5.352780 0.475664 -0.537156 -0.098 -0.109 -0.128 -0.046
C 0.009202 -5.079028 -3.788822 0.657 1.089 0.458 -0.230
C -0.403649 0.313961 2.207586 -0.138 -0.079 -0.349 -0.342
C 3.346231 -0.999434 -0.321130 -0.274 0.174 -0.078 -0.094
C 4.317199 -0.355370 -1.313367 0.079 0.108 -0.066 -0.531
C 1.537747 4.625807 2.663218 -0.167 -0.043 -0.035 -0.047
C 1.263441 -1.461034 0.769439 -0.170 -0.274 0.174 -0.348
C -1.641471 2.934620 -4.606393 -0.114 0.000 -0.018 -0.153
C 3.921187 -1.854563 0.610176 -0.092 -0.164 0.214 0.002
C 3.329960 -4.879637 2.448894 0.111 0.163 0.069 -0.049
C -0.039513 1.078494 4.445243 0.006 0.011 0.075 -0.188
C -1.508346 -5.393021 -5.630609 0.218 0.172 0.181 -0.104
C -0.767017 -5.914835 -4.558267 -0.606 -0.508 -0.677 -0.134
C -4.696221 1.382996 -0.112196 0.330 0.674 0.357 -0.036
C 1.941848 -0.782061 -0.272938 0.326 -0.462 0.681 -0.384
C -7.136762 -2.380724 -2.026783 -0.843 0.170 0.014 -0.020
C 0.097897 -3.694057 -4.030312 -0.977 -0.792 -0.680 -0.340
C 0.073178 4.414391 0.695881 -0.002 -0.010 0.145 -0.067
C -5.978826 -1.718540 -1.715525 0.381 0.413 0.126 0.000
C 0.159397 4.135666 2.193138 0.023 0.165 -0.069 -0.535
C 1.865049 -2.309276 1.673441 -0.023 0.221 -0.279 -0.067
H -1.977048 1.354991 6.334990 -0.106 -0.005 -0.012 0.087
H 4.986911 -1.991885 0.547160 0.194 -0.069 0.008 0.084
H 0.846846 3.859703 0.173461 -0.065 -0.034 -0.159 0.080
H 0.088203 -0.635889 7.458392 0.009 -0.045 0.096 0.079
H -2.009311 2.455724 -5.516217 -0.072 0.013 -0.007 0.113
H 4.281836 -2.090008 -2.598945 -0.016 -0.084 -0.080 0.073
H -2.355041 1.096258 -3.641427 -0.045 0.033 0.126 0.121
H -0.899823 4.119555 0.312273 0.006 -0.039 -0.140 0.071
H -9.368612 0.089040 -1.332130 -0.032 0.031 0.021 0.117
H -7.098384 -3.397008 -2.391439 -0.003 -0.057 0.025 0.119
H -1.924146 4.577459 2.595560 -0.122 -0.017 -0.037 0.084
H -0.869929 5.998002 2.619085 0.001 0.151 -0.019 0.078
H 1.089585 2.626526 -1.955930 -0.112 0.017 0.091 0.117
H -0.239378 4.789916 -3.450418 0.049 0.015 0.020 0.114
H 2.263922 0.832590 5.883390 0.105 -0.032 -0.031 0.087
H -7.298023 1.283130 -0.813007 0.021 0.048 0.039 0.104
H 1.173657 0.691187 -3.368859 -0.143 -0.083 0.008 0.080
H 1.643153 4.561695 3.742325 0.055 -0.006 0.153 0.069
H 2.970332 -0.013452 -2.948251 -0.124 0.120 -0.061 0.057
H -0.869137 4.865793 3.973597 -0.033 0.021 0.142 0.070
H 5.626802 -2.097141 -1.458773 0.084 -0.132 0.048 0.072
H 3.479298 -5.240122 1.433418 0.004 -0.058 -0.111 0.087
H -2.444254 2.540164 -2.606327 0.023 -0.135 -0.017 0.115
H 2.264250 -4.893360 2.657907 -0.156 -0.010 0.019 0.076
H 4.158148 -3.595487 4.747356 0.037 -0.079 0.154 0.077
H -0.483921 3.374770 -1.618509 0.132 -0.076 0.067 0.093
H 4.853586 1.230068 0.067537 -0.059 0.092 0.057 0.089
H 2.319406 4.020968 2.209422 0.118 -0.059 -0.048 0.090
H 1.688233 5.663486 2.368564 0.021 0.154 -0.026 0.078
H 4.054765 -1.940874 4.127583 0.022 0.103 0.041 0.088
H -0.921461 1.559802 7.740686 -0.018 0.013 0.165 0.076
H 5.949294 -0.145140 0.124967 0.094 -0.065 0.122 0.069
H -2.162323 3.888869 -4.488675 -0.045 -0.044 -0.025 0.112
H 3.106304 1.365208 -1.834328 -0.129 0.004 -0.076 0.080
H 0.741308 -1.179748 5.912347 0.075 -0.134 -0.068 0.077
H -1.004813 -0.967812 6.115588 -0.108 -0.104 -0.044 0.083
H -5.525833 1.886633 0.336665 -0.182 0.060 0.081 0.106
H -0.916055 2.758350 6.446085 -0.012 0.127 -0.030 0.072
H -3.332399 -0.953933 -1.847973 -0.007 -0.019 -0.069 0.121
H 1.602916 1.258365 7.470291 0.053 -0.004 0.148 0.077
H 5.897994 -2.587368 2.509953 0.097 0.104 -0.030 0.083
H -5.033888 -2.226150 -1.823855 0.079 -0.036 0.031 0.109
H 3.827345 -5.562237 3.137585 0.015 -0.129 0.096 0.076
H 6.028318 0.977491 -1.228599 0.105 0.071 -0.106 0.077
H -0.313991 0.113998 -4.129574 0.104 0.057 0.101 0.093
H 4.409174 1.011433 -2.977919 0.169 -0.005 -0.047 0.083
H 1.541731 2.190405 -5.118110 -0.002 -0.034 -0.060 0.115
H 0.214385 5.479310 0.504642 0.024 0.143 0.077 0.085
H 5.677300 -1.030549 -2.861285 0.110 0.046 -0.127 0.079
H 0.125628 1.527967 -5.949362 0.048 -0.035 -0.037 0.114
H 1.619906 2.448068 6.169233 0.040 0.116 -0.029 0.071
H 1.243251 -2.770766 2.430638 0.022 -0.102 0.046 0.100
H 5.849257 -4.234164 3.134057 0.053 -0.069 0.069 0.078
H 1.350759 4.086461 -3.778040 -0.016 0.031 0.043 0.114
H 2.600371 -2.926696 4.253626 -0.138 0.022 0.052 0.068
H -0.438119 -0.973735 3.886812 0.033 -0.049 0.075 0.094
H 5.660403 -3.953852 1.404860 0.084 -0.013 -0.129 0.082
H 0.297990 3.166134 4.574958 0.013 0.122 0.131 0.093
H -2.854990 2.430650 0.498895 0.070 0.075 0.086 0.108
```
Positions in Å, forces in eV/Å.

Summary:
Orbital gap (alpha / beta), hartree: 0.1342 / 0.1579
Multiplicity: 2
Energy relative to the best compared isomer or geometry (same formula, charge and spin), kcal per mole: 27.5
Charge: -1
E_HOMO (alpha / beta), eV: -1.98 / -2.48
Max |F|, eV/A: 3.8



C50H61N3O2PtSbSeTe | ωB97M-V/def2-TZVPD

Geometry as XYZ:
```
120
Properties=species:S:1:pos:R:3:forces:R:3:lowdin_charge:R:1
Pt -0.464327 1.300953 1.043252 -0.247 -0.094 -0.193 0.414
Te -1.935341 2.886642 2.764779 0.362 -0.010 -0.139 1.347
Sb -2.380803 -0.062738 -0.212574 0.009 0.268 0.208 1.416
Se -0.082624 3.308710 -0.482040 -0.378 -0.008 -0.027 0.660
O 0.974284 -0.242134 0.404845 0.037 0.051 -0.195 -0.233
O 2.521648 0.197767 -1.851024 -0.040 0.277 0.025 0.098
N -0.237678 0.016328 2.813516 -0.089 0.356 0.216 -0.067
N 1.119289 3.026494 -3.092168 -0.130 0.169 -0.119 0.005
N 2.593345 3.223366 -1.500143 0.162 0.118 0.276 0.008
C -0.640853 4.468183 -4.091729 -0.003 -0.061 -0.004 -0.186
C 1.876848 5.529939 4.347210 0.035 -0.038 -0.008 -0.066
C 6.396375 -2.632944 -3.156741 -0.011 -0.015 0.000 -0.078
C -2.633906 0.319469 -2.297749 0.018 -0.103 -0.012 -0.414
C -1.072631 -2.700737 -0.915790 -0.063 -0.016 0.066 -0.174
C 4.077202 3.178973 -5.329827 0.045 0.005 0.034 -0.067
C 5.926460 -0.354358 3.151549 -0.125 -0.009 -0.056 -0.046
C 1.050128 3.535190 3.280062 -0.013 0.062 0.078 -0.163
C 1.016940 -1.771031 5.269136 0.030 -0.095 0.003 -0.027
C -0.257653 3.983225 3.455012 -0.059 0.094 0.024 -0.519
C 0.939092 -0.197850 3.310269 0.023 -0.278 -0.100 -0.195
C 5.664560 5.367701 -0.003902 -0.018 -0.001 -0.026 -0.103
C 1.156768 -2.011679 6.629751 -0.009 0.005 -0.010 -0.062
C 1.279254 3.124960 -1.760122 0.280 -0.193 -0.094 -0.581
C 5.861476 -3.118972 -1.970888 -0.025 0.005 0.018 -0.071
C 4.877266 -2.400364 -1.305877 0.004 0.028 0.042 -0.035
C 5.028436 3.309370 -4.306324 -0.026 -0.049 -0.030 -0.066
C -0.158164 3.051072 -3.802697 0.166 0.008 0.029 -0.152
C -1.441678 -0.024852 3.647430 0.186 0.035 0.008 -0.301
C 4.657700 3.329768 -2.974798 0.105 -0.043 0.027 0.001
C -4.725599 0.166196 1.857738 -0.041 -0.010 -0.138 -0.184
C 5.920419 -1.444425 -3.696083 -0.049 0.030 0.006 -0.069
C -0.493150 5.203511 4.081930 0.056 -0.017 -0.018 -0.139
C 3.329422 -0.312237 0.338216 -0.065 -0.081 -0.018 -0.077
C -2.311777 -2.193173 -0.167084 0.275 0.046 -0.059 -0.398
C -1.811636 1.326779 4.241778 -0.027 -0.046 -0.075 -0.419
C 1.080225 -0.472043 4.780940 0.127 0.061 -0.065 -0.215
C 2.088078 -0.220643 1.047726 -0.037 -0.219 0.003 -0.326
C -4.409249 0.325711 0.371247 0.020 -0.077 0.103 -0.407
C 4.527118 -0.344939 1.034908 0.062 0.060 -0.149 0.010
C 2.364242 3.096541 -3.708525 -0.268 -0.040 -0.047 -0.138
C -2.100996 4.482222 -4.536891 -0.009 -0.063 -0.098 -0.254
C 3.332811 -0.383277 -1.159328 0.104 -0.154 -0.019 -0.286
C 2.728744 3.071310 -5.048033 -0.031 -0.017 -0.103 0.009
C 3.235724 4.717311 0.400239 0.052 0.024 -0.048 -0.183
C 4.199098 5.654832 -0.327097 0.074 -0.098 0.044 -0.243
C 3.173660 3.297792 -0.152220 0.041 0.018 -0.140 -0.132
C 4.600537 -0.310030 2.426366 0.105 0.047 0.082 -0.258
C 1.298498 0.585955 5.660317 -0.003 -0.030 -0.011 -0.040
C 0.575688 5.977623 4.520880 -0.023 -0.015 -0.006 -0.070
C 3.407738 -0.263324 3.117791 -0.113 0.021 0.101 0.025
C -3.739296 -0.521435 -2.938719 0.090 0.052 -0.015 -0.168
C 1.441515 0.343205 7.020172 -0.018 -0.029 0.005 -0.059
C -2.342483 3.777564 -5.873179 0.031 -0.003 0.075 -0.103
C 4.407700 -1.199265 -1.833361 0.012 0.001 0.185 -0.155
C 3.301697 3.220050 -2.697171 0.021 -0.059 0.271 -0.151
C 1.367588 -0.956178 7.506857 0.005 0.047 -0.034 -0.071
C 4.919206 -0.740545 -3.043025 0.017 -0.032 -0.080 -0.019
C 2.113363 4.303565 3.736034 -0.105 0.001 0.073 -0.089
C 2.153343 -0.210449 2.485100 -0.059 0.169 0.048 -0.079
H 4.459583 -2.781395 -0.381173 0.042 0.027 -0.002 0.119
H 6.759060 -0.291025 2.451021 -0.021 0.006 0.005 0.075
H 1.481832 -1.145490 8.566579 -0.004 0.003 -0.029 0.108
H -1.666881 0.144185 -2.771396 -0.003 0.033 -0.016 0.053
H -1.507087 5.553913 4.229599 0.013 0.016 -0.012 0.092
H 4.159108 2.831634 -0.200577 -0.014 0.001 -0.046 0.127
H 3.127384 3.940335 3.610944 -0.054 0.011 0.026 0.108
H 0.864697 -2.597576 4.583152 0.015 0.038 0.020 0.128
H -2.779342 1.273319 4.739560 0.025 -0.002 -0.015 0.057
H -4.161926 0.865365 2.475271 0.061 0.057 0.020 0.014
H -3.821614 -0.288016 -4.002616 -0.006 -0.021 0.032 0.074
H 2.708492 6.135710 4.687299 -0.043 -0.037 0.001 0.111
H -1.125815 -2.464112 -1.981852 -0.012 -0.001 0.053 0.066
H -3.244361 -2.550177 -0.607479 0.016 -0.033 0.023 0.053
H -0.008756 4.924936 -4.859171 0.017 0.027 0.035 0.119
H -4.631013 1.337060 0.023020 -0.032 -0.022 0.025 0.060
H 4.032045 5.597854 -1.406440 -0.014 0.032 -0.006 0.098
H 6.038057 -1.283196 3.714196 0.000 0.000 -0.012 0.083
H -0.878452 2.535554 -3.177065 -0.103 -0.113 0.096 0.079
H 0.387429 6.929255 5.002730 0.001 -0.038 -0.025 0.111
H 5.454568 -0.381739 0.470863 -0.038 -0.075 -0.009 0.128
H -2.710971 4.014905 -3.754782 0.012 0.046 -0.032 0.105
H 1.617014 1.170139 7.698143 -0.008 -0.044 -0.029 0.110
H 4.512919 0.167614 -3.466563 0.018 0.103 -0.014 0.105
H -2.101229 2.711330 -5.822359 -0.017 0.079 -0.010 0.065
H 7.177441 -3.186226 -3.664869 -0.042 0.027 0.020 0.106
H -3.538285 -1.591841 -2.855677 0.007 0.051 0.005 0.063
H 6.021392 0.468536 3.861827 0.001 0.002 -0.016 0.078
H 2.223027 5.126650 0.393880 -0.007 -0.013 0.025 0.095
H 1.256031 2.588588 2.797084 -0.033 -0.081 -0.074 0.060
H 3.536372 4.638102 1.450696 -0.045 0.036 -0.103 0.096
H 6.325171 -1.069423 -4.629188 -0.023 -0.023 0.055 0.106
H 6.213824 -4.057466 -1.560447 -0.015 0.035 -0.018 0.106
H 5.949644 4.338311 -0.244571 -0.021 0.076 0.027 0.055
H -4.713520 -0.325060 -2.488330 0.037 -0.005 -0.016 0.060
H 1.109349 -3.027145 7.003600 -0.008 0.041 -0.016 0.110
H -2.250714 -0.356693 2.999534 -0.059 -0.103 -0.017 0.067
H 2.553059 2.676550 0.488681 -0.027 -0.110 0.026 0.086
H 6.330737 6.032082 -0.557407 -0.026 -0.048 0.023 0.077
H -0.157880 -2.250223 -0.522811 -0.073 -0.004 -0.011 0.050
H -2.431095 5.519959 -4.608833 -0.020 -0.009 -0.002 0.110
H -0.984453 -3.785080 -0.824256 -0.027 0.026 -0.023 0.074
H 5.393537 3.439273 -2.188986 -0.028 -0.026 -0.040 0.104
H -2.852556 1.386280 -2.364725 0.029 0.031 -0.049 0.039
H -4.510885 -0.843127 2.214922 0.004 0.007 -0.020 0.071
H 5.857158 5.515247 1.061897 0.000 -0.011 -0.042 0.077
H -1.350060 -0.749124 4.457266 0.079 -0.024 0.051 0.121
H -1.069195 1.674920 4.955717 0.024 -0.011 0.040 0.046
H 3.968047 6.681728 -0.038473 -0.001 0.009 -0.016 0.110
H -1.731706 4.223031 -6.663239 -0.023 -0.030 0.036 0.078
H 6.075871 3.394213 -4.565845 -0.036 0.007 0.008 0.111
H 1.379126 1.597914 5.276319 -0.013 -0.021 0.020 0.108
H 4.406814 3.169472 -6.360899 -0.010 -0.005 0.043 0.110
H -0.531571 5.057305 -3.179190 0.006 0.025 0.020 0.104
H 3.445401 -0.274280 4.202288 -0.035 0.023 -0.034 0.125
H -3.387021 3.859055 -6.176842 0.040 0.000 0.014 0.073
H -5.015291 -0.366760 -0.217005 -0.010 0.061 0.006 0.050
H 1.994780 2.974928 -5.838781 0.041 0.014 0.047 0.117
H -0.025415 2.477444 -4.719451 -0.009 -0.054 0.043 0.126
H -2.295121 -2.491372 0.882018 0.001 -0.023 -0.009 0.050
H -5.782598 0.360492 2.046248 0.005 -0.017 0.005 0.078
```
Positions in Å, forces in eV/Å.

Summary:
Orbital gap (alpha / beta), hartree: 0.2468 / 0.2313
Multiplicity: 3
Charge: +1
E_HOMO (alpha / beta), eV: -8.75 / -9.71
Max |F|, eV/A: 0.4